No. 1
{"formula": "C13H16N2OS", "method": "ωB97M-V/def2-TZVPD", "orbital_gap_ev": 8.5, "de_lowest_kj_mol": 400.5, "lumo_energy_ev": 0.636, "elements": ["N", "O", "S", "C", "C", "C", "C", "C", "C", "C", "C", "C", "N", "C", "C", "C", "C", "H", "H", "H", "H", "H", "H", "H", "H", "H", "H", "H", "H", "H", "H", "H", "H"], "xyz": [[1.27132, -0.63828, -0.20830], [0.00690, -1.58536, -4.18960], [1.27540, -1.03897, 2.40586], [0.95399, -0.89368, -4.81235], [0.21384, -1.38763, -2.84988], [1.81279, -0.25317, -3.94852], [1.22818, -0.54616, -2.68659], [1.90198, -0.45190, 0.90145], [1.72716, -0.18524, -1.36992], [3.16452, 0.29163, 0.98803], [2.83493, 0.61446, -1.40450], [3.70277, 0.72285, -0.21757], [-2.52685, 0.87793, 2.11705], [-3.06731, 0.80475, 0.72383], [-3.51676, 0.35362, 3.04455], [-0.60798, -0.81186, 2.18195], [-1.00127, 0.67469, 2.29199], [0.92685, -0.67714, -5.91570], [-0.34264, -1.84525, -2.00229], [2.53904, 0.48691, -4.15084], [3.76116, 0.44600, 1.91109], [3.24120, 1.04447, -2.35626], [4.56751, 1.39359, -0.31112], [-4.08794, 1.11221, 0.68118], [-2.55063, 1.35986, -0.07028], [-2.94678, -0.25086, 0.35117], [-3.39184, -0.72675, 3.06488], [-3.25932, 0.76242, 3.99023], [-4.52213, 0.66515, 2.74849], [-0.87546, -1.25524, 1.24186], [-1.11389, -1.38612, 2.94175], [-0.41084, 1.35617, 1.60180], [-0.90789, 0.96688, 3.30656]], "lowdin_charge": [0.1116, 0.0271, 0.9297, -0.1348, -0.0464, -0.0004, -0.2143, -0.6496, -0.2559, -0.0855, -0.0089, -0.0386, -0.2748, -0.1063, -0.1081, -0.4021, -0.2022, 0.1442, 0.1501, 0.0903, 0.1058, 0.1077, 0.1047, 0.0558, 0.0744, 0.0809, 0.0722, 0.0670, 0.0855, 0.0466, 0.0593, 0.1317, 0.0833]}


No. 2
{"formula": "C13H16N4O2", "method": "ωB97M-V/def2-TZVPD", "orbital_gap_ev": 8.4, "de_lowest_kj_mol": 0.0, "lumo_energy_ev": 0.587, "elements": ["N", "N", "O", "O", "C", "C", "C", "C", "C", "C", "C", "C", "N", "N", "C", "C", "C", "C", "C", "H", "H", "H", "H", "H", "H", "H", "H", "H", "H", "H", "H", "H", "H", "H", "H"], "xyz": [[1.51575, -2.92466, -1.86398], [-0.49184, -2.72179, -3.10202], [0.40233, 0.46327, 0.33722], [1.39569, 2.12478, 3.80585], [0.64370, -3.29911, -2.75293], [-2.27499, 0.28063, -2.18690], [-1.48218, 0.78613, -1.13512], [-1.91076, -0.88426, -2.86669], [1.24612, -1.80201, -1.27258], [-0.28548, 0.14025, -0.80293], [-0.73717, -1.55219, -2.50484], [0.09987, -1.04083, -1.51178], [0.92238, -4.49222, -3.22443], [2.20464, -1.44222, -0.36508], [-1.42536, 1.91750, 2.32402], [0.60054, 1.83191, 0.77056], [0.74604, 3.09648, 3.04666], [0.77217, 1.00157, 3.18806], [0.07869, 1.96295, 2.21488], [-3.22580, 0.75105, -2.49030], [-1.83505, 1.67673, -0.60280], [-2.54490, -1.26460, -3.68577], [0.08838, -5.01922, -3.49108], [1.62619, -4.95729, -2.63493], [2.85320, -2.21482, -0.14025], [1.78131, -0.93572, 0.41819], [-1.86494, 0.98839, 1.93183], [-1.75055, 1.99768, 3.37302], [-1.90521, 2.71790, 1.79130], [0.16464, 2.57564, 0.10448], [1.66773, 2.05462, 0.78653], [1.37628, 3.74246, 2.42167], [0.04511, 3.71234, 3.58918], [0.10833, 0.48143, 3.86439], [1.39513, 0.24723, 2.66657]], "lowdin_charge": [0.1653, 0.1588, -0.0798, -0.0740, -0.5338, -0.0659, -0.0258, -0.0260, -0.3226, -0.1806, -0.2595, -0.0275, 0.1355, 0.1498, -0.0391, -0.0888, -0.1386, -0.1113, -0.4180, 0.1104, 0.1033, 0.1169, 0.1126, 0.1143, 0.1188, 0.0835, 0.0927, 0.0956, 0.0762, 0.1334, 0.1361, 0.1239, 0.1183, 0.1213, 0.1244]}


No. 3
{"formula": "C13H16N4O3", "method": "ωB97M-V/def2-TZVPD", "orbital_gap_ev": 8.4, "de_lowest_kj_mol": 458.1, "lumo_energy_ev": -0.545, "elements": ["O", "O", "N", "N", "O", "C", "C", "C", "C", "C", "C", "C", "C", "N", "N", "C", "C", "C", "C", "C", "H", "H", "H", "H", "H", "H", "H", "H", "H", "H", "H", "H", "H", "H", "H", "H"], "xyz": [[2.87120, -2.58713, -5.68896], [2.57068, -0.58217, -4.87173], [1.46413, -1.63930, -2.51912], [2.08796, -3.68592, -3.21453], [0.47976, -2.36470, -0.43488], [1.13971, -2.49964, -1.60337], [2.05169, -2.38633, -3.53190], [-1.04867, -1.09930, 0.80949], [0.95604, 0.00938, -0.00023], [-1.51312, 0.09748, 1.37471], [0.49063, 1.23076, 0.51233], [0.16671, -1.16506, 0.10438], [-0.75594, 1.25908, 1.23697], [1.56737, -3.75245, -1.99910], [2.52551, -1.81983, -4.77475], [1.46933, -4.99765, -1.20875], [-0.23511, 3.48323, 2.54895], [-2.45891, 2.54104, 2.80541], [-1.81245, 3.43836, 0.58434], [-1.30371, 2.65629, 1.76648], [-1.63299, -2.01845, 0.93342], [1.94360, -0.01220, -0.41961], [-2.45063, 0.04767, 1.96706], [1.05398, 2.14154, 0.40742], [2.32599, -5.11947, -0.54574], [1.51960, -5.77896, -1.97234], [0.54207, -5.03314, -0.62348], [-0.01277, 2.95349, 3.47629], [-0.57465, 4.47229, 2.84749], [0.72548, 3.58240, 2.06071], [-2.08149, 2.01933, 3.68491], [-2.80095, 3.54343, 3.07751], [-3.35692, 2.03866, 2.39618], [-1.04720, 3.60730, -0.16104], [-2.18998, 4.43470, 0.88576], [-2.67595, 2.98528, 0.08972]], "lowdin_charge": [0.0671, 0.0716, 0.2248, 0.1774, 0.0877, -0.3189, -0.2351, 0.0017, 0.0059, -0.0317, -0.0004, -0.2509, -0.1378, -0.0971, -0.3149, 0.0244, -0.0568, -0.0758, -0.0710, -0.5300, 0.1198, 0.1052, 0.1161, 0.1029, 0.0913, 0.0930, 0.0960, 0.0812, 0.0818, 0.0646, 0.0832, 0.0822, 0.0820, 0.0794, 0.0913, 0.0898]}


No. 4
{"formula": "C13H16NO", "method": "ωB97M-V/def2-TZVPD", "total_charge": -1, "orbital_gap_ev": [5.6, 5.6], "de_lowest_kj_mol": 0.0, "lumo_energy_ev": [3.437, 3.437], "elements": ["C", "C", "C", "C", "C", "C", "C", "C", "C", "C", "C", "C", "C", "N", "O", "H", "H", "H", "H", "H", "H", "H", "H", "H", "H", "H", "H", "H", "H", "H", "H"], "xyz": [[-2.32018, 2.73087, 1.57963], [-2.62593, 1.60746, 2.36510], [-1.06505, 2.86118, 0.99541], [-1.88302, 0.44950, 2.12319], [-0.29257, 1.76418, 0.80287], [-0.70524, 0.42777, 1.34942], [1.05682, 1.75911, 0.29315], [1.79932, 0.62137, 0.20939], [1.19214, -0.72479, 0.25634], [0.59388, -2.81706, -0.99031], [1.93591, -0.91874, -2.03533], [-0.54272, -0.79041, -1.64963], [0.80514, -1.32399, -1.13188], [0.00006, -0.69850, 1.12718], [-0.51999, -1.96367, 1.47024], [-2.68567, 3.72449, 1.81507], [-3.39890, 1.55431, 3.09922], [-0.69919, 3.74290, 0.38474], [-2.27854, -0.37715, 2.78680], [1.46769, 2.65818, -0.09420], [2.81190, 0.69265, -0.11122], [1.92668, -1.32062, 0.74821], [0.50627, -3.13289, -2.10803], [-0.38476, -2.87659, -0.44779], [1.54309, -3.24550, -0.72274], [1.93661, -1.54883, -2.92212], [1.68003, 0.08067, -2.28994], [2.82140, -1.02231, -1.47708], [-0.92905, -1.36854, -2.54680], [-0.54327, 0.23436, -2.00500], [-1.20287, -0.77941, -0.87389]], "lowdin_charge": [-0.1676, -0.1264, -0.1177, -0.0511, -0.1937, -0.1661, -0.0539, -0.0604, -0.2453, -0.0741, -0.0660, -0.0364, -0.5654, -0.1698, -0.2583, 0.0651, 0.0760, 0.1216, 0.1068, 0.0861, 0.0846, 0.1325, 0.0917, 0.0856, 0.0688, 0.0817, 0.0698, 0.0629, 0.1037, 0.0763, 0.0391]}


No. 5
{"formula": "C13H17Br3O12", "method": "ωB97M-V/def2-TZVPD", "orbital_gap_ev": 9.8, "de_lowest_kj_mol": 0.0, "lumo_energy_ev": 0.476, "elements": ["C", "Br", "Br", "Br", "H", "C", "C", "O", "C", "O", "O", "H", "H", "H", "H", "C", "C", "O", "C", "O", "O", "H", "H", "H", "H", "C", "C", "O", "C", "O", "O", "H", "H", "H", "H", "C", "C", "O", "C", "O", "O", "H", "H", "H", "H"], "xyz": [[1.44022, 5.05688, -0.12153], [2.74097, 4.09312, 0.95346], [2.27630, 5.89496, -1.65903], [0.62869, 6.44879, 1.00979], [0.69156, 4.38689, -0.51598], [-7.37390, -1.09330, 1.33166], [-7.18893, 0.28372, 0.62431], [-5.77714, 0.39625, 0.51660], [-5.17854, -0.75001, 0.85258], [-3.99442, -0.88364, 0.85380], [-6.09262, -1.69432, 1.12356], [-8.09022, -1.66757, 0.75304], [-7.59048, -1.05309, 2.39446], [-7.62416, 1.17215, 1.07261], [-7.59593, 0.22378, -0.38843], [1.23251, -4.54720, 1.52717], [1.08552, -3.03260, 1.73911], [2.05016, -2.53879, 0.76118], [2.36374, -3.48529, -0.11015], [3.04672, -3.34909, -1.07535], [1.77905, -4.68219, 0.22116], [0.29208, -5.08503, 1.61644], [1.91961, -4.94075, 2.27974], [1.51780, -2.65810, 2.66472], [0.07604, -2.64173, 1.62685], [5.88966, 1.06947, -2.27415], [5.18938, -0.26628, -2.48754], [3.93788, -0.09438, -1.82524], [3.68267, 1.23482, -1.73963], [2.60655, 1.66510, -1.51292], [4.80156, 1.95043, -1.94487], [6.44763, 1.36366, -3.15934], [6.53493, 1.12624, -1.39376], [5.66869, -1.11982, -2.01496], [5.05059, -0.42424, -3.55770], [-1.26843, 0.29013, -0.15518], [0.21932, 0.50346, 0.10846], [0.27300, 1.84549, 0.62782], [-0.98492, 2.33394, 0.74046], [-1.24284, 3.38767, 1.22682], [-1.89618, 1.50754, 0.18599], [-1.70533, -0.54303, 0.38493], [-1.33124, 0.08843, -1.22736], [0.84625, 0.49896, -0.78026], [0.64618, -0.27143, 0.74665]], "lowdin_charge": [-1.5612, 0.5887, 0.5485, 0.5363, -0.0357, -0.0881, -0.0998, 0.0712, -0.5757, 0.1583, 0.0615, 0.1257, 0.1284, 0.1291, 0.1262, -0.1239, -0.0780, 0.0528, -0.5801, 0.1619, 0.0579, 0.1297, 0.1288, 0.1311, 0.1215, -0.1016, -0.1130, 0.0568, -0.5736, 0.1372, 0.0623, 0.1278, 0.1317, 0.1343, 0.1315, -0.1286, -0.0981, 0.0226, -0.5705, 0.1379, 0.0798, 0.1000, 0.1337, 0.1041, 0.1105]}


No. 6
{"formula": "C13H17ClN2O4Sn", "method": "ωB97M-V/def2-TZVPD", "total_charge": 2, "orbital_gap_ev": [5.8, 5.7], "de_lowest_kj_mol": 80.6, "lumo_energy_ev": [-8.972, -8.989], "elements": ["C", "C", "H", "H", "H", "H", "H", "H", "C", "C", "C", "C", "H", "H", "H", "H", "N", "C", "C", "N", "C", "C", "C", "H", "H", "C", "H", "H", "Sn", "C", "H", "H", "H", "O", "Cl", "O", "O", "O"], "xyz": [[0.75209, -1.56082, 2.57361], [0.97239, -0.24900, 3.09633], [-0.09951, -2.07871, 2.92530], [1.59443, -2.21128, 2.55712], [0.57175, -1.29293, 1.49122], [0.73631, 0.35970, 2.24581], [0.53276, -0.26643, 4.95157], [2.01487, -0.13912, 3.37539], [-1.54766, -2.15104, -1.66969], [-2.67517, -2.42480, -2.41173], [-3.27869, -1.36692, -3.12325], [-2.83676, -0.03255, -2.99719], [-0.98964, -2.88221, -1.08760], [-3.07044, -3.45627, -2.45392], [-4.13052, -1.58007, -3.79095], [-3.29422, 0.81159, -3.51289], [-1.10509, -0.86695, -1.58766], [-1.73428, 0.20466, -2.17565], [-1.15684, 1.49034, -1.81372], [-0.08627, 1.41198, -0.96007], [0.43262, 2.54526, -0.38700], [-1.01845, 3.88671, -1.76488], [-0.01640, 3.81936, -0.79324], [1.17700, 2.41844, 0.41260], [0.44770, 4.71190, -0.34871], [-1.61893, 2.73892, -2.25349], [-2.42064, 2.72572, -2.98871], [-1.33661, 4.86905, -2.13985], [0.91541, -0.32361, -1.90304], [3.17238, -0.38465, -2.03335], [3.44722, 0.65476, -1.90544], [3.14555, -0.75463, -3.06461], [3.65393, -1.07169, -1.32542], [1.37861, -3.01852, 4.80769], [2.39904, -2.13031, 5.43219], [1.66242, -0.97035, 6.08518], [3.29257, -1.58373, 4.37015], [0.11708, 0.14821, 4.16791]], "lowdin_charge": [-0.1149, -0.3569, 0.0861, 0.0586, 0.0630, 0.0804, 0.0326, 0.1006, -0.0746, 0.0117, 0.0383, 0.0599, 0.1398, 0.1474, 0.1457, 0.1337, -0.1246, -0.2577, -0.2516, -0.0647, -0.0380, 0.0151, 0.0204, 0.1398, 0.1424, 0.0486, 0.1321, 0.1466, 1.5821, -0.1661, 0.0119, 0.0005, 0.0308, -0.3138, 1.1075, -0.3319, -0.3396, -0.0412]}


No. 7
{"formula": "C13H17ClOPd", "method": "ωB97M-V/def2-TZVPD", "orbital_gap_ev": [6.8, 3.1], "spin_multiplicity": 5, "lumo_energy_ev": [0.580, -3.971], "elements": ["C", "C", "C", "H", "C", "C", "H", "H", "H", "H", "Pd", "Cl", "C", "C", "C", "H", "C", "C", "H", "H", "H", "H", "C", "C", "C", "O", "H", "H", "H", "H", "H", "H", "H"], "xyz": [[-3.19408, -1.36147, -0.81743], [-2.02349, -1.50153, -1.60110], [-1.62773, -0.20193, -2.06017], [-1.47880, -2.42083, -1.76887], [-2.55812, 0.75567, -1.50776], [-3.51870, 0.02254, -0.76567], [-4.35985, 0.44358, -0.22346], [-3.74710, -2.14905, -0.33057], [-0.68439, 0.01966, -2.54253], [-2.45810, 1.82316, -1.55737], [-1.70481, -0.30586, -0.04018], [0.14400, -2.12507, 0.77713], [3.26610, -0.18874, -0.57616], [2.81169, 1.04792, -1.13610], [2.29097, 0.77825, -2.43967], [2.82027, 2.00681, -0.62708], [2.41859, -0.62306, -2.68613], [2.98489, -1.22118, -1.51671], [3.20274, -2.27539, -1.37137], [3.72637, -0.32327, 0.39522], [1.84464, 1.51611, -3.10075], [2.10178, -1.16471, -3.57726], [-1.24036, 0.42943, 2.95887], [-0.10670, 1.04930, 2.16772], [1.23845, 0.62421, 2.74909], [-0.22755, 0.88552, 0.79742], [-1.10014, -0.66279, 2.84986], [-2.18958, 0.71912, 2.47287], [-1.21866, 0.72684, 4.00828], [-0.11258, 2.13959, 2.39028], [1.35962, -0.45264, 2.56601], [2.07087, 1.16473, 2.28333], [1.26975, 0.82509, 3.83024]], "lowdin_spin": [0.0919, 0.1341, 0.1720, 0.0081, 0.1434, 0.1223, 0.0133, 0.0127, 0.0138, 0.0085, 1.0475, 0.4029, 0.3429, 0.3335, 0.2455, 0.0091, 0.3319, 0.2995, 0.0019, 0.0076, 0.0053, 0.0111, 0.0199, 0.0212, 0.0096, 0.1721, 0.0049, 0.0073, 0.0010, 0.0046, 0.0000, 0.0001, 0.0007]}